Record 1
Here is C40H54BrF9IrN4O2PSSi as an isolated structure at a distorted geometry from OMol25. Energies are from wB97M-V/def2-TZVPD.

Each line ends with the Mulliken charge.
Geometry (Å):
Ir  0.723  0.996  0.905  1.22
C  -1.393  4.928  0.383  -1.61
C  -0.951  3.510  0.467  0.17
N  0.291  3.124  0.382  0.29
O  1.177  4.129  0.264  -0.42
C  -1.900  2.414  0.582  0.69
C  -3.348  2.615  0.421  -1.49
N  -1.347  1.196  0.839  0.72
O  -2.098  0.199  0.914  -0.59
H  -0.634  5.594  0.785  0.50
H  -2.327  5.080  0.918  0.43
H  -1.548  5.204  -0.665  0.35
H  1.983  3.721  -0.099  0.33
H  -3.549  3.282  -0.418  0.43
H  -3.746  3.101  1.320  0.42
H  -3.865  1.670  0.288  0.34
C  0.100  -5.494  -2.316  -1.92
C  1.549  -5.353  -1.829  2.45
C  2.309  -6.666  -2.090  -1.67
C  2.189  -4.216  -2.641  -1.80
Si  1.583  -5.004  0.047  -0.84
Br  0.914  -2.727  0.184  -0.47
C  0.228  -5.915  1.056  2.93
C  -1.198  -5.443  0.728  -2.06
C  0.320  -7.431  0.810  -1.79
C  0.428  -5.655  2.559  -2.16
C  3.326  -5.015  0.839  2.90
C  4.399  -4.473  -0.115  -2.02
C  3.403  -4.145  2.107  -1.37
C  3.695  -6.462  1.218  -1.83
H  0.098  -5.566  -3.407  0.63
H  -0.507  -4.626  -2.045  0.23
H  -0.380  -6.397  -1.939  0.33
H  2.203  -6.936  -3.144  0.55
H  1.920  -7.502  -1.508  0.30
H  3.376  -6.575  -1.891  0.31
H  2.245  -4.524  -3.689  0.58
H  3.202  -3.975  -2.326  0.33
H  1.584  -3.309  -2.600  0.28
H  -1.524  -5.729  -0.270  0.27
H  -1.296  -4.361  0.831  0.02
H  -1.882  -5.916  1.441  0.63
H  0.096  -7.701  -0.222  0.33
H  -0.418  -7.937  1.440  0.54
H  1.295  -7.841  1.068  0.34
H  0.368  -4.590  2.800  0.28
H  1.371  -6.044  2.935  0.42
H  -0.365  -6.165  3.113  0.60
H  4.170  -3.458  -0.449  -0.11
H  4.554  -5.102  -0.990  0.26
H  5.349  -4.439  0.426  0.82
H  3.287  -3.086  1.863  -0.16
H  4.393  -4.275  2.555  0.53
H  2.668  -4.402  2.865  0.36
H  3.634  -7.148  0.372  0.35
H  3.073  -6.856  2.019  0.38
H  4.728  -6.481  1.574  0.54
C  -4.121  -3.616  1.649  -1.33
N  -3.392  -2.718  0.750  0.08
C  -3.850  -2.330  -0.428  0.90
S  -2.790  -1.312  -1.377  -0.13
N  -5.007  -2.725  -0.904  -0.27
C  -5.542  -2.428  -2.236  -0.85
H  -3.465  -3.875  2.473  0.38
H  -4.387  -4.536  1.128  0.48
H  -5.016  -3.129  2.041  0.44
H  -2.576  -2.243  1.106  0.12
H  -5.576  -3.313  -0.310  0.24
H  -4.932  -1.669  -2.723  0.33
H  -6.557  -2.053  -2.133  0.33
H  -5.543  -3.331  -2.843  0.32
F  9.228  -1.697  -0.185  -0.24
C  8.245  -2.543  -0.508  0.74
F  8.287  -3.571  0.349  -0.23
F  8.479  -3.011  -1.734  -0.27
C  6.901  -1.848  -0.426  0.23
C  6.366  -1.582  0.829  -1.01
C  5.135  -0.964  0.936  -0.45
C  4.451  -0.597  -0.225  0.83
C  4.977  -0.892  -1.485  -1.11
C  6.215  -1.506  -1.582  -0.84
P  2.864  0.251  -0.162  0.37
C  2.898  1.068  1.484  0.42
C  2.255  0.332  2.528  -0.74
C  2.112  0.917  3.791  -1.16
C  2.625  2.184  4.026  0.06
C  3.318  2.876  3.033  -0.76
C  3.444  2.332  1.769  -0.05
C  2.381  2.812  5.388  0.67
F  1.061  2.998  5.551  -0.23
F  2.989  3.987  5.501  -0.26
F  2.808  2.003  6.356  -0.23
C  2.960  1.550  -1.415  -0.03
C  4.159  2.224  -1.693  -0.14
C  4.192  3.196  -2.676  -1.30
C  3.041  3.480  -3.408  0.11
C  1.854  2.816  -3.152  -0.72
C  1.818  1.848  -2.157  -0.63
C  3.125  4.530  -4.500  0.74
F  3.546  5.691  -3.986  -0.24
F  3.990  4.151  -5.440  -0.23
F  1.936  4.732  -5.073  -0.27
H  6.912  -1.865  1.720  0.50
H  4.728  -0.763  1.918  0.47
H  4.433  -0.647  -2.388  0.65
H  6.639  -1.728  -2.551  0.56
H  2.019  -0.723  2.393  0.57
H  1.622  0.373  4.589  0.55
H  3.736  3.850  3.254  0.60
H  3.973  2.879  0.998  0.63
H  5.062  1.990  -1.143  0.67
H  5.110  3.731  -2.885  0.49
H  0.974  3.039  -3.740  0.60
H  0.896  1.301  -1.979  0.58

Results
M	1157.1	g mol⁻¹
frontier orbital gap (spin up / spin down)	6.39 / 4.42	eV
multiplicity	6
strongest force on any atom	1.093	eV/A
charge	+3


Record 2
Here is C40H54Ge2O3OsTe as an isolated structure at a distorted geometry from OMol25. Energies are from wB97M-V/def2-TZVPD.

Each line ends with the Mulliken charge.
Geometry (Å):
Os  0.400  -0.365  -0.499  3.25
C  2.608  1.651  1.901  -1.18
C  2.328  0.163  2.152  1.33
C  2.157  -0.086  3.654  -2.05
C  3.492  -0.663  1.596  -1.33
O  1.141  -0.221  1.495  -0.83
Ge  -0.908  -0.108  2.198  -0.08
O  -1.146  1.084  0.683  0.16
C  -1.424  2.464  0.600  1.42
C  -0.472  3.060  -0.447  -1.25
C  -1.232  3.140  1.960  -1.83
C  -2.872  2.646  0.133  -1.49
O  -1.204  -1.508  0.855  -0.92
C  -1.919  -2.716  1.072  1.35
C  -2.766  -2.601  2.343  -2.04
C  -2.839  -2.967  -0.129  -1.61
C  -0.932  -3.878  1.221  -1.49
H  3.471  1.981  2.473  0.49
H  2.796  1.814  0.840  0.13
H  1.748  2.246  2.196  0.01
H  3.101  0.073  4.166  0.45
H  1.409  0.595  4.061  0.46
H  1.826  -1.109  3.825  0.38
H  4.434  -0.333  2.020  0.55
H  3.357  -1.720  1.812  0.36
H  3.527  -0.531  0.514  0.04
H  0.560  2.823  -0.184  0.12
H  -0.690  2.632  -1.428  0.13
H  -0.585  4.138  -0.509  0.51
H  -0.212  2.992  2.309  0.26
H  -1.421  4.207  1.891  0.47
H  -1.922  2.709  2.687  0.45
H  -2.997  2.184  -0.846  0.12
H  -3.554  2.169  0.834  0.37
H  -3.119  3.701  0.059  0.45
H  -3.379  -1.700  2.292  0.46
H  -3.418  -3.465  2.447  0.50
H  -2.122  -2.540  3.224  0.47
H  -3.483  -2.102  -0.291  0.35
H  -2.251  -3.141  -1.032  0.29
H  -3.460  -3.841  0.049  0.46
H  -0.230  -3.661  2.026  0.32
H  -1.459  -4.801  1.451  0.52
H  -0.380  -4.018  0.293  0.26
C  -2.235  2.834  -7.761  -1.61
C  -1.993  2.171  -6.447  0.63
C  -0.722  1.795  -6.040  -1.11
C  -0.510  1.122  -4.849  0.76
C  0.876  0.718  -4.484  -0.38
C  -1.599  0.805  -4.026  -0.25
Te  -1.413  -0.455  -2.300  0.18
C  -2.892  1.214  -4.398  1.15
C  -4.109  0.933  -3.568  -1.70
C  -3.057  1.891  -5.594  -0.98
H  -1.304  3.046  -8.278  0.35
H  -2.787  3.762  -7.632  0.38
H  -2.842  2.182  -8.386  0.35
H  0.131  2.012  -6.669  0.35
H  1.585  1.065  -5.230  0.42
H  0.945  -0.368  -4.429  -0.03
H  1.146  1.122  -3.507  -0.02
H  -3.908  1.048  -2.502  0.16
H  -4.448  -0.091  -3.732  0.33
H  -4.919  1.604  -3.843  0.40
H  -4.048  2.208  -5.881  0.43
C  2.107  -0.085  -1.582  -0.97
Ge  3.321  -1.362  -2.395  2.23
C  3.339  -3.058  -1.389  -0.12
C  2.432  -3.333  -0.379  -0.35
C  2.556  -4.486  0.376  -0.49
C  3.590  -5.371  0.118  -0.81
C  4.480  -5.119  -0.912  -0.70
C  4.346  -3.972  -1.669  -0.07
C  5.082  -0.475  -2.231  0.18
C  5.962  -0.901  -1.244  -0.25
C  7.082  -0.153  -0.934  -0.68
C  7.331  1.029  -1.610  -0.54
C  6.474  1.450  -2.614  -0.81
C  5.353  0.701  -2.919  -0.22
C  2.896  -1.982  -4.252  -0.11
C  1.786  -2.796  -4.426  -0.55
C  1.471  -3.282  -5.682  -0.79
C  2.268  -2.950  -6.766  -0.56
C  3.385  -2.152  -6.591  -0.65
C  3.704  -1.672  -5.332  -0.30
H  2.494  0.937  -1.655  0.94
H  1.630  -2.607  -0.189  0.13
H  1.861  -4.700  1.174  0.39
H  3.699  -6.260  0.718  0.42
H  5.280  -5.811  -1.121  0.44
H  5.028  -3.772  -2.487  0.52
H  5.760  -1.820  -0.710  0.34
H  7.746  -0.483  -0.148  0.43
H  8.190  1.625  -1.349  0.39
H  6.668  2.374  -3.139  0.43
H  4.673  1.030  -3.694  0.37
H  1.171  -3.051  -3.569  0.47
H  0.609  -3.918  -5.817  0.44
H  2.021  -3.323  -7.748  0.42
H  4.011  -1.902  -7.435  0.43
H  4.586  -1.064  -5.184  0.37

Results
M	1045.9	g mol⁻¹
frontier orbital gap (spin up / spin down)	6.88 / 6.17	eV
multiplicity	2
strongest force on any atom	4.382	eV/A
charge	+1


In the order shown, the computed relative energy (zero: lowest compared OMol25 entry of this formula, charge and spin) values come out to 60.4 53.7 kcal per mole.